Record 1
The following is a DFT calculation (wB97M-V/def2-TZVPD) of a molecular structure, C14H14GaNO5.

The geometry in XYZ format:
```
35
Properties=species:S:1:pos:R:3:forces:R:3
Ga -0.687400 -0.377369 -1.841591 1.43 -0.03 1.20
O -1.038012 -2.607908 -4.522821 0.26 1.63 2.99
O -2.899581 1.740351 -4.450653 0.95 -3.10 2.88
O -3.675922 0.195767 -0.607908 5.66 -0.94 -1.32
O 0.458997 0.860588 -4.650828 -0.37 0.89 2.47
O -2.114767 3.130162 -0.195968 -2.85 2.31 -0.80
N 0.333135 1.387447 1.675915 -0.09 0.63 -0.11
C 1.192098 1.030108 0.461128 0.31 0.31 0.02
C -2.619901 0.920203 -3.688321 -1.09 3.15 -3.00
C -2.991093 3.855965 -0.453404 2.89 -2.34 0.84
C 2.060092 -2.503211 1.376835 0.23 -0.27 -0.29
C 1.123552 1.384974 2.940091 0.08 0.34 0.60
C 0.444773 -2.586121 -0.369492 -0.25 -0.79 -0.26
C 1.311122 -0.461903 0.372060 -0.08 0.17 -0.52
C -0.873500 0.538268 1.850345 -0.34 -0.29 0.30
C 0.489129 -1.208200 -0.489399 -0.46 -0.24 -0.25
C -2.571864 -0.020708 -0.916279 -6.59 0.56 1.04
C 1.203650 -3.271187 0.584533 -0.24 0.35 0.01
C 0.113704 0.551300 -3.607467 1.25 -2.62 -5.83
C -0.994277 -2.050218 -3.527710 -0.65 -1.75 -2.76
C 2.171354 -1.119714 1.247601 -0.44 0.04 -0.30
H 2.893365 -0.513445 1.807268 -0.24 -0.57 -0.03
H 0.538626 1.897603 3.703206 -0.07 -0.16 0.03
H 1.332118 0.355815 3.265961 -0.07 0.45 -0.29
H -1.429451 0.493170 0.913198 0.19 0.13 0.29
H 0.711398 1.523719 -0.401354 0.30 -0.45 0.48
H -1.494806 0.979012 2.633997 0.06 0.03 -0.19
H -0.592990 -0.473888 2.169794 0.07 0.36 -0.24
H 2.036261 1.965281 2.796826 -0.03 -0.23 -0.05
H -0.149857 1.024592 -1.967325 -0.88 2.72 2.16
H 2.170222 1.495294 0.644633 -0.32 -0.05 -0.09
H 1.107208 -4.363757 0.705984 0.20 0.77 -0.05
H -0.239507 -3.128375 -1.042528 0.49 -0.06 0.44
H 2.691249 -2.999356 2.079125 0.34 -0.30 0.41
H -0.009127 2.355742 1.504547 0.35 -0.67 0.23
```
Forces are in eV/Å.

## Properties
total energy = -2896.8434 hartree
E_HOMO = -0.584 Eh
2S+1 = 1
total charge = +2

***

Record 2
The following is a DFT calculation (wB97M-V/def2-TZVPD) of a molecular structure, C14H14IIrN2O9P2Te4.

The geometry in XYZ format:
```
47
Properties=species:S:1:pos:R:3:forces:R:3
Ir 1.225507 0.266772 -0.060307 -0.48 -0.08 -1.75
I 1.910995 2.460411 -1.286651 -0.41 -0.20 0.16
Te 0.846257 -0.739149 -2.587641 -1.25 -1.22 0.94
Te 0.975426 0.442249 -6.291984 -0.12 0.14 0.14
Te -1.296499 -0.073101 -4.102716 0.19 0.20 0.19
Te 2.785590 0.027953 -4.296186 0.38 0.32 -0.90
P 3.898527 0.324107 1.459910 0.52 0.30 -0.15
P 4.148950 -0.844248 -1.097554 0.22 -0.12 -0.84
O 0.768002 -1.084445 1.341847 0.33 -0.50 -0.56
O 4.582706 -0.473232 -2.469234 0.19 -0.11 0.69
O 2.596163 1.060694 1.622000 -0.29 -0.31 0.01
O 4.097058 -1.094248 1.858446 -0.08 0.09 0.18
O 2.685757 -1.320851 -0.996905 0.42 0.91 1.28
O -4.324652 -1.241401 -0.106518 0.02 0.00 0.02
O 4.274122 0.464236 -0.141494 0.08 -0.32 0.29
O 5.099257 -1.923912 -0.435364 -0.06 0.16 -0.14
O 5.047985 1.248050 2.096637 -0.32 0.15 0.12
N -1.596378 -2.871862 3.251382 -0.06 -0.03 -0.13
N -0.747855 0.911448 -0.144973 0.97 0.53 -0.03
C -0.403381 -1.424579 1.743070 -0.15 0.20 -0.06
C -4.173225 -0.980908 1.291235 0.03 -0.03 -0.01
C -0.133079 2.757995 -1.671445 0.45 -0.03 0.04
C -2.426764 2.294461 -1.337052 -0.05 -0.08 0.15
C -0.465302 -2.430810 2.773321 0.06 0.08 0.21
C -1.673011 0.093931 0.228605 -0.37 -0.18 -0.16
C -1.774163 4.023568 -2.873129 0.01 0.00 0.01
C -2.823857 -1.453042 1.754180 -0.08 0.03 -0.11
C -2.759156 -2.397796 2.733197 0.10 -0.05 0.13
C -2.760973 3.288163 -2.235474 0.00 0.03 0.05
C 0.831287 -2.947356 3.313286 -0.03 -0.01 -0.01
C -0.452609 3.759564 -2.572875 -0.04 0.07 0.00
C -1.096448 1.962044 -1.056436 -0.08 0.27 0.00
C -1.609149 -0.906557 1.248339 0.07 -0.35 -0.09
H 1.447239 -2.123363 3.677678 0.02 -0.02 -0.03
H -5.213015 -0.992682 -0.379227 0.00 0.00 0.03
H -2.025198 4.797430 -3.586122 -0.01 -0.02 0.00
H 5.809932 0.698409 2.299109 0.10 -0.07 0.04
H -2.602387 0.109391 -0.327422 -0.17 0.24 0.30
H -3.666955 -2.811358 3.158572 0.01 -0.01 -0.02
H -4.289240 0.090705 1.494687 0.00 0.04 -0.03
H -3.226694 1.766115 -0.839361 -0.03 0.03 -0.04
H 1.408892 -3.426481 2.520411 0.02 0.03 0.00
H 0.341716 4.328584 -3.037473 -0.02 -0.03 -0.05
H 0.636784 -3.657839 4.113404 -0.02 0.01 -0.01
H 4.862344 -1.933118 0.522603 -0.02 -0.10 0.12
H -4.934911 -1.515372 1.863235 -0.04 0.02 0.02
H -3.805595 3.491429 -2.431610 0.01 -0.02 -0.01
```
Forces are in eV/Å.

## Properties
total energy = -3485.7523 hartree
E_HOMO (alpha / beta) = -0.143 / -0.143 Eh
2S+1 = 2
total charge = -1
<S²> = 0.7834

***

Record 3
The following is a DFT calculation (wB97M-V/def2-TZVPD) of a molecular structure, C14H14N3O3Pd.

The geometry in XYZ format:
```
35
Properties=species:S:1:pos:R:3:forces:R:3
Pd -0.235796 -0.570419 0.192209 1.29 -1.15 -0.14
O 1.330518 0.621562 0.849468 -0.30 0.36 0.41
O -3.972907 -1.165328 -0.842573 0.06 -0.06 0.04
O -1.741766 -1.317623 -0.765976 -0.58 0.11 0.55
N 3.291563 -0.227199 0.195582 0.06 -0.11 -0.05
N 0.978333 -2.152543 -0.650072 -0.11 0.35 -0.44
N -1.606858 0.346990 1.291251 -0.41 0.33 -0.37
C -2.837199 0.097837 0.811292 -0.09 -0.16 0.16
C 0.353805 -2.954178 -1.525564 0.09 0.06 -0.12
C -3.804780 1.433761 2.521173 0.05 0.00 0.01
C 2.972195 -3.416911 -0.999410 -0.02 -0.01 0.02
C -2.917690 -0.868978 -0.354721 -0.01 0.22 -0.17
C 0.991669 -3.998797 -2.172485 -0.06 0.00 0.00
C -3.963004 0.632215 1.399649 0.01 0.01 0.02
C 2.940717 -1.558155 0.668685 0.01 0.15 0.04
C 2.326322 -4.231045 -1.917616 0.05 -0.03 0.00
C 2.898212 2.154368 -0.089144 0.02 0.01 0.02
C 2.461028 0.795042 0.351832 -0.07 0.00 -0.13
C -2.530399 1.656978 3.024626 -0.08 -0.02 0.00
C 2.277204 -2.394134 -0.383848 -0.17 -0.18 0.12
C -1.443853 1.096681 2.379437 0.06 0.11 -0.04
H 4.009457 -3.582026 -0.741425 0.00 0.00 -0.01
H -2.371137 2.261129 3.905912 -0.01 0.00 0.00
H 3.977160 2.281231 -0.033022 0.00 0.00 -0.02
H -4.667408 1.869579 3.006694 0.01 0.00 0.00
H 2.856492 -5.035563 -2.409270 0.00 0.00 0.00
H -0.428381 1.245877 2.720020 0.01 0.02 -0.05
H -0.686401 -2.736987 -1.711457 0.00 -0.01 0.00
H 0.431890 -4.608483 -2.866672 -0.01 0.00 0.00
H 3.839937 -2.041042 1.043513 0.02 -0.04 -0.10
H 2.254014 -1.437168 1.504463 0.07 0.03 0.06
H 4.134123 -0.095006 -0.341641 0.09 0.02 0.15
H 2.401132 2.902489 0.522221 0.01 0.00 0.01
H -4.928628 0.399152 0.973522 0.00 -0.01 0.00
H 2.576561 2.298949 -1.122503 -0.01 0.01 0.00
```
Forces are in eV/Å.

## Properties
total energy = -1059.6165 hartree
E_HOMO = -0.473 Eh
2S+1 = 1
total charge = +1

***

Record 4
The following is a DFT calculation (wB97M-V/def2-TZVPD) of a molecular structure, C14H14N6O7RuS.

The geometry in XYZ format:
```
43
Properties=species:S:1:pos:R:3:forces:R:3
Ru -0.441812 -0.103849 -0.042750 0.10 0.66 0.24
S -0.249206 1.101645 -2.663999 0.19 -0.07 0.10
O -1.605331 1.386094 -2.252131 -0.29 0.31 -0.14
O -0.680991 -2.040834 0.942455 0.59 -1.12 -0.43
O 0.086736 1.155190 -4.054260 0.12 0.37 -0.16
O -0.312053 -4.234855 0.982484 0.45 0.67 -0.43
O -1.975023 -2.522222 -1.424436 0.67 -0.03 -0.07
O 0.221370 -3.049889 -0.998836 -0.98 0.36 -0.10
O -2.009890 0.330327 1.337034 0.29 0.14 -0.12
N 1.764267 -1.390504 0.397910 -0.28 -0.23 -0.40
N -4.025195 0.093044 2.352676 1.14 0.74 -0.69
N -1.628650 -3.965495 1.485957 -0.58 0.06 0.03
N 0.202589 -0.305828 -2.027045 -0.21 -1.05 -0.32
N -5.071336 -2.967312 2.526756 -1.25 -0.56 0.55
N 1.519073 -2.733117 0.831969 -0.20 -0.04 0.50
C 3.212699 3.670679 1.568115 0.25 0.41 -0.12
C -4.095920 -2.521267 2.135815 0.77 0.12 -0.46
C 0.174611 -3.072117 0.438112 0.32 0.22 0.46
C 2.946959 2.734157 -0.773821 0.68 0.56 0.35
C 0.786902 2.123203 -1.608370 0.10 0.48 -0.26
C 2.385239 3.291745 0.373650 -0.55 -0.70 0.19
C -0.816691 -2.438376 -1.710763 0.09 -0.32 -0.21
C -0.216824 -1.551397 -2.789970 0.43 0.62 0.79
C -1.802351 -2.699047 1.388898 -0.34 -0.03 0.13
C 0.994212 3.317003 0.470568 -0.25 0.03 0.34
C -2.921152 -0.457609 1.746009 -1.32 -0.96 0.52
C 0.179505 2.754041 -0.515759 0.83 -0.15 -0.08
C 2.173343 2.196448 -1.778141 0.07 -1.03 -0.72
C -2.944177 -1.880191 1.651787 0.83 0.15 0.32
H 3.224080 4.752957 1.710268 -0.09 0.01 0.07
H 4.038672 2.730839 -0.819114 -0.30 -0.12 -0.29
H -0.945496 -1.377781 -3.567437 -0.25 0.23 -0.11
H 2.184032 -3.389144 0.420661 -0.27 0.10 0.08
H 2.806326 3.214584 2.467862 -0.06 0.03 0.07
H 0.683008 -1.981068 -3.217305 0.00 -0.24 -0.08
H 4.255190 3.364077 1.482105 -0.06 -0.09 -0.15
H -0.891086 2.769708 -0.448841 -0.36 0.01 0.11
H 0.542917 3.711519 1.389641 0.07 -0.05 -0.47
H 2.060023 -1.371453 -0.575986 0.07 0.14 0.05
H -4.814269 -0.455625 2.657663 0.16 0.00 -0.16
H -4.131357 1.079621 2.168345 -0.21 -0.13 0.23
H 2.464611 -0.982762 0.991080 0.22 0.07 0.20
H 2.672446 1.714858 -2.648855 -0.61 0.43 0.67
```
Forces are in eV/Å.

## Properties
total energy = -1890.0296 hartree
E_HOMO (alpha / beta) = -0.298 / -0.298 Eh
2S+1 = 5
<S²> = 6.0077

***

Record 5
The following is a DFT calculation (wB97M-V/def2-TZVPD) of a single C14H14O2S2 molecule.

The geometry in XYZ format:
```
32
Properties=species:S:1:pos:R:3:forces:R:3
S -2.030745 3.092734 0.392867 0.43 0.92 1.15
S -1.353891 1.570041 1.611739 -0.23 -0.25 -0.56
O -1.195687 -2.719599 0.540566 0.24 -0.99 -1.82
O -3.229821 -3.067494 -0.413998 -0.56 1.86 -0.35
C -1.364676 4.557696 1.339507 -3.55 0.60 1.46
C 1.561986 -1.220387 -2.146360 1.15 -0.24 0.44
C 0.450654 -1.609311 -1.411059 -0.68 2.58 0.59
C 2.768746 1.654522 -0.218846 0.13 2.60 2.26
C 0.297589 1.352674 0.955443 0.38 0.99 1.27
C 2.363115 -0.221652 -1.707150 1.69 1.09 -0.79
C 0.069851 -0.749839 -0.363200 -1.96 -3.67 -1.56
C 1.188637 2.309276 1.480499 -2.08 -2.18 0.36
C 1.989952 0.617017 -0.657510 -0.92 -0.09 0.52
C -1.874497 -4.880720 -0.558630 2.79 0.47 0.78
C -1.170730 -1.290537 0.350081 1.90 -0.37 0.71
C 2.400469 2.428930 0.912974 2.50 0.10 -1.71
C 0.743188 0.410622 -0.003602 -0.09 0.32 0.21
C -2.120729 -3.444183 -0.178853 -1.46 -0.73 1.78
H -0.369677 4.653769 1.251847 3.74 -0.10 -0.78
H -0.268759 -2.324565 -1.792070 0.39 -0.37 0.33
H -2.389340 -4.938694 -1.485074 0.04 -0.35 -1.06
H -1.509812 4.533513 2.479006 -0.45 -0.36 -1.71
H 3.641864 1.983996 -0.723545 0.86 -0.26 -0.48
H -2.056473 -0.957669 -0.061360 -1.97 0.62 -0.87
H 3.037272 3.196900 1.366216 0.25 -0.39 -0.64
H -1.069812 -0.944192 1.323496 -0.40 0.68 1.85
H 3.352793 0.058163 -2.174087 -1.27 -0.70 0.26
H 0.962838 2.776662 2.430316 -0.31 0.43 -0.33
H 1.968783 -1.773407 -2.935797 0.02 -0.97 -1.29
H -2.272122 -5.712726 0.054127 0.32 0.99 0.25
H -0.757707 -4.882116 -0.625300 -0.78 -1.09 -0.37
H -1.763259 5.540578 0.967757 -0.14 -1.15 0.13
```
Forces are in eV/Å.

## Properties
total energy = -1488.6787 hartree
E_HOMO = -0.301 Eh
2S+1 = 1
SMILES = CSSc1cccc2cccc(COC(C)=O)c12

***

Record 6
The following is a DFT calculation (wB97M-V/def2-TZVPD) of a molecular structure, C14H15AsF6N6OPdS.

The geometry in XYZ format:
```
45
Properties=species:S:1:pos:R:3:forces:R:3
Pd 0.335674 0.511349 1.645285 0.61 -0.79 1.17
As -0.384913 3.628246 1.972739 -0.25 1.46 -0.03
S -1.462637 -0.405572 2.836656 0.11 0.16 -0.36
F 0.270366 3.072137 0.475661 0.12 -0.18 -0.10
F 0.591773 2.409449 2.847873 -0.32 -0.09 -0.55
F -1.679093 2.497558 1.832075 -0.05 -0.21 0.11
F -0.979778 4.177689 3.493089 -0.07 -0.09 0.12
F -1.326987 4.809505 1.128506 -0.01 0.02 0.05
F 0.937797 4.741849 2.090713 0.16 -0.10 0.12
O -4.575475 -1.334442 -2.867851 0.01 0.03 -0.04
N 0.564078 -1.313967 1.038391 0.08 -0.05 -0.14
N -0.271603 -2.340213 1.379766 0.08 -0.22 -0.07
N -2.136665 -2.986660 2.547995 -0.08 0.07 0.04
N -0.718241 0.601668 -0.843641 -0.07 0.18 -0.26
N -4.603662 -0.968590 -0.645768 0.02 0.05 0.02
N 2.173296 0.726898 0.713843 -0.27 -0.17 -0.22
C 4.421888 0.625026 -0.912368 -0.03 0.03 0.01
C 1.933464 -2.910601 -0.273901 -0.05 0.09 0.01
C -1.957402 0.135227 -0.806620 -0.07 0.01 0.09
C 4.048333 1.824642 -0.268561 0.03 -0.09 -0.01
C -1.214342 -2.008079 2.188029 0.02 0.14 -0.01
C -2.605036 -0.413061 -1.905914 0.03 0.01 -0.05
C 1.651424 -1.550745 0.289764 -0.06 -0.07 0.08
C 2.925809 1.810370 0.530828 0.09 0.11 0.00
C -4.003518 -0.945429 -1.862475 -0.07 -0.03 0.10
C -1.912011 -0.457102 -3.109016 0.02 -0.04 -0.02
C -0.062888 0.556438 -1.995874 -0.06 -0.03 -0.06
C 3.671114 -0.502449 -0.735899 0.02 0.01 -0.01
C 2.508254 -0.459738 0.077946 0.02 0.08 0.01
C -0.618140 0.029314 -3.156384 0.02 0.03 -0.02
H -1.759256 -3.921432 2.530939 0.00 -0.01 -0.05
H 2.874880 -3.307660 0.114804 -0.01 -0.03 -0.02
H -4.122191 -0.742115 0.206071 0.02 -0.03 0.00
H -0.044344 0.013563 -4.073794 -0.02 0.00 0.00
H -2.436356 0.227608 0.164348 0.04 -0.03 0.01
H -5.541451 -1.323187 -0.593024 0.02 -0.04 -0.03
H 0.941315 0.970600 -1.992335 0.01 -0.04 0.02
H 2.613879 2.707432 1.049153 -0.11 -0.03 0.01
H -2.407069 -0.868332 -3.979076 0.02 -0.02 0.00
H 1.125671 -3.584528 -0.006942 0.03 -0.04 -0.01
H 3.946365 -1.431934 -1.215951 -0.02 0.01 -0.02
H 4.615962 2.735030 -0.391983 -0.01 0.00 0.04
H 2.010138 -2.866504 -1.363725 0.01 -0.02 0.01
H -2.637784 -2.769426 3.394249 0.04 -0.03 0.03
H 5.299360 0.600168 -1.547619 0.00 -0.02 0.01
```
Forces are in eV/Å.

## Properties
total energy = -4307.5695 hartree
E_HOMO (alpha / beta) = -0.108 / -0.180 Eh
2S+1 = 2
total charge = -1
<S²> = 0.7724

***

Relative energy (zero: lowest compared OMol25 entry of this formula, charge and spin): 18.5; 58.1; 3.1; 55.7; 17.2; 5.6 (kcal/mol)